Record 1
This record from the Open Molecules 2025 dataset describes C36H38BrN2OPtSSi as an isolated structure. The level of theory is ωB97M-V with the def2-TZVPD basis set.

Summary:
Net charge: +1
HOMO, eV: -10.832
Energy relative to the best compared isomer or geometry (same formula, charge and spin), kcal/mol: 24.8
Max |F|, eV Å⁻¹: 0.5
HOMO-LUMO gap, Ha: 0.3009
DFT total energy, eV: -134972.91794
2S+1: 1

Geometry as XYZ:
```
81
Properties=species:S:1:pos:R:3:forces:R:3:mulliken_charge:R:1
Pt 0.067 0.461 0.445 0.2 0.1 0.0 1.10
C 1.746 -0.580 0.005 0.1 0.0 0.1 -0.91
Si 1.247 -2.215 -0.716 0.2 0.0 -0.1 -1.11
C -0.410 -2.450 0.149 -0.2 -0.1 0.0 -0.81
N -1.163 -1.157 0.143 -0.1 0.2 0.1 0.60
C -1.828 -0.922 -1.177 -0.1 -0.1 0.0 0.09
C -2.849 -2.005 -1.534 0.0 0.0 0.0 -0.78
C -3.621 -2.492 -0.299 0.0 0.0 0.0 -0.75
C -3.629 -1.390 0.754 0.0 0.0 -0.1 -0.88
C -2.209 -1.082 1.229 -0.1 0.0 0.0 -0.47
C 0.992 -2.146 -2.561 0.0 0.1 -0.1 0.32
C 0.370 -3.213 -3.218 0.0 0.0 0.0 0.08
C 0.113 -3.164 -4.581 0.0 0.0 0.0 -0.90
C 0.477 -2.041 -5.314 0.0 0.0 0.0 -0.50
C 1.102 -0.975 -4.683 0.0 0.0 0.0 -0.69
C 1.355 -1.029 -3.317 0.0 -0.1 0.0 -0.04
C 2.362 -3.627 -0.248 0.1 -0.1 0.0 0.85
C 3.043 -4.380 -1.208 0.0 0.0 0.1 -0.27
C 3.887 -5.417 -0.832 0.0 0.0 0.0 -0.69
C 4.062 -5.718 0.511 0.0 0.0 0.0 -0.47
C 3.397 -4.979 1.481 0.0 0.0 0.0 -0.74
C 2.557 -3.943 1.102 0.0 0.0 0.0 -0.51
H 2.408 0.022 -0.622 0.0 0.0 0.0 0.51
H 2.250 -0.712 0.970 0.0 0.0 0.0 0.69
H -0.193 -2.694 1.192 0.0 0.0 0.0 0.51
H -1.023 -3.262 -0.251 0.0 0.0 0.1 0.42
H -1.061 -0.847 -1.942 0.0 0.0 0.0 0.14
H -2.313 0.054 -1.108 0.0 0.0 0.0 -0.03
H -2.364 -2.835 -2.050 0.0 0.0 0.0 0.14
H -3.542 -1.561 -2.253 0.0 0.0 0.0 0.53
H -3.157 -3.386 0.124 0.0 0.0 0.0 0.27
H -4.637 -2.772 -0.573 0.0 0.0 0.0 0.50
H -4.228 -1.666 1.622 0.0 0.0 0.0 0.52
H -4.085 -0.490 0.331 0.0 0.0 0.0 0.21
H -1.906 -1.772 2.015 0.0 0.0 0.0 0.30
H -2.179 -0.076 1.660 0.0 0.0 0.0 0.25
H 0.089 -4.102 -2.660 0.0 0.0 0.0 0.56
H -0.366 -4.000 -5.073 0.0 0.0 0.0 0.43
H 0.280 -2.001 -6.378 0.0 0.0 0.0 0.40
H 1.397 -0.104 -5.255 0.0 0.0 0.0 0.44
H 1.838 -0.185 -2.835 0.0 0.0 0.0 0.24
H 2.917 -4.153 -2.260 0.0 0.0 0.0 0.32
H 4.409 -5.990 -1.589 0.0 0.0 0.0 0.41
H 4.719 -6.527 0.803 0.0 0.0 0.0 0.38
H 3.536 -5.208 2.529 0.0 0.0 0.0 0.42
H 2.055 -3.367 1.875 0.0 0.0 0.0 0.30
Br -0.060 -2.077 6.363 0.0 0.0 0.0 -0.18
C 0.086 -0.427 5.469 0.0 -0.1 0.0 -0.45
C 0.295 0.747 6.169 0.0 0.0 0.0 -0.14
C 0.405 1.923 5.445 0.0 0.1 0.0 -0.89
C 0.294 1.873 4.064 0.0 -0.1 0.0 0.17
N 0.079 0.741 3.397 -0.1 0.0 0.0 0.06
C -0.016 -0.389 4.089 0.0 0.1 -0.1 0.22
H 0.376 0.740 7.247 0.0 0.0 0.0 0.46
H 0.580 2.865 5.947 0.0 0.0 0.0 0.42
H 0.403 2.769 3.464 0.0 0.0 0.0 0.18
H -0.170 -1.303 3.527 0.0 0.0 0.0 0.12
O 1.164 2.229 0.680 -0.1 0.2 -0.4 -0.78
S 0.878 2.954 -0.666 0.2 -0.1 0.3 0.24
C 1.232 4.656 -0.322 0.0 0.0 0.0 0.63
C 0.889 5.229 0.897 0.0 0.0 0.0 -0.01
C 1.179 6.564 1.109 0.0 0.0 0.0 -0.73
C 1.799 7.311 0.110 0.0 0.0 0.0 -0.45
C 2.142 6.726 -1.099 0.0 0.0 0.0 -0.66
C 1.865 5.383 -1.319 0.0 0.0 0.0 -0.45
C -0.909 2.963 -0.735 0.0 -0.1 0.1 0.93
C -1.633 2.816 0.446 0.0 0.0 0.1 -0.08
C -3.017 2.716 0.374 0.0 0.0 -0.1 -0.70
C -3.655 2.770 -0.861 0.0 0.0 0.0 -0.71
C -2.914 2.920 -2.028 0.0 0.0 0.0 -0.65
C -1.530 3.009 -1.971 0.0 0.0 0.0 -0.82
H 0.416 4.634 1.667 0.0 0.0 0.0 0.07
H 0.925 7.027 2.052 0.0 0.0 0.0 0.43
H 2.021 8.356 0.283 0.0 0.0 0.0 0.41
H 2.635 7.307 -1.866 0.0 0.0 0.0 0.41
H 2.143 4.906 -2.251 0.0 0.0 0.0 0.44
H -1.125 2.798 1.406 0.0 0.0 0.0 0.38
H -3.597 2.608 1.282 0.0 0.0 0.0 0.45
H -4.733 2.697 -0.914 0.0 0.0 0.0 0.44
H -3.415 2.958 -2.986 0.0 0.0 0.0 0.42
H -0.945 3.097 -2.878 0.0 0.0 0.0 0.46
```
Positions in Å, forces in eV/Å.

***

Record 2
This record from the Open Molecules 2025 dataset describes C36H38N3O2PtS as an isolated structure. The level of theory is ωB97M-V with the def2-TZVPD basis set.

Summary:
Net charge: +1
HOMO (alpha / beta), eV: -10.872 / -10.872
Energy relative to the best compared isomer or geometry (same formula, charge and spin), kcal/mol: 60.2
Max |F|, eV Å⁻¹: 1.9
HOMO-LUMO gap (alpha / beta), Ha: 0.2335 / 0.2330
DFT total energy, eV: -60586.64550
2S+1: 1

Geometry as XYZ:
```
81
Properties=species:S:1:pos:R:3:forces:R:3:mulliken_charge:R:1
Pt -1.521 -1.233 0.130 -0.3 -1.7 -0.9 2.49
C -5.207 2.191 -0.601 -0.1 0.1 0.0 -1.51
C -3.980 2.324 0.252 0.4 0.1 0.3 -0.09
C -3.688 3.514 0.925 0.1 -0.5 -0.1 -0.82
C -2.559 3.605 1.735 0.1 -0.2 -0.1 -0.67
C -2.240 4.870 2.484 0.0 0.1 0.0 -1.72
C -1.710 2.506 1.858 -0.1 0.4 0.0 0.02
C -1.968 1.313 1.179 -0.1 0.4 0.2 1.49
C -3.117 1.235 0.400 -0.7 0.7 -0.1 -0.63
N -1.121 0.192 1.232 0.8 -0.1 0.7 -1.09
C 0.018 0.096 2.190 0.5 -0.1 0.0 1.93
C 1.148 1.112 1.876 0.0 -0.3 0.0 -0.84
C 2.270 0.974 2.913 0.0 -0.1 0.0 0.27
C 1.692 1.192 4.319 0.0 0.0 0.0 -1.40
C 0.637 0.121 4.630 0.1 -0.1 -0.1 0.40
C 1.273 -1.274 4.532 0.0 0.1 -0.1 -1.69
C 1.810 -1.472 3.108 -0.1 0.2 0.1 0.51
C 2.891 -0.424 2.820 -0.1 0.1 0.1 -1.22
C 0.666 -1.316 2.094 -0.1 0.3 0.2 -2.48
C -0.524 0.232 3.630 -0.1 0.2 0.1 -1.24
H -5.780 3.118 -0.613 0.0 -0.1 0.0 0.39
H -5.855 1.398 -0.229 0.0 0.0 0.0 0.35
H -4.942 1.947 -1.631 0.0 0.0 0.0 0.30
H -4.352 4.363 0.830 0.0 0.0 0.0 0.33
H -2.988 5.638 2.294 0.0 0.0 0.0 0.40
H -1.266 5.265 2.189 0.0 0.0 0.0 0.35
H -2.208 4.688 3.560 0.0 0.0 0.0 0.35
H -0.846 2.619 2.496 -0.2 0.0 -0.1 0.94
H -3.381 0.315 -0.089 -0.1 -0.1 0.0 0.78
H 0.798 2.138 1.859 0.0 0.1 0.0 0.63
H 1.535 0.892 0.871 0.0 0.0 0.1 -0.45
H 3.030 1.732 2.706 0.0 0.0 0.0 0.50
H 1.248 2.190 4.392 0.0 0.0 0.0 0.48
H 2.495 1.144 5.059 0.0 0.0 0.0 0.56
H 0.240 0.278 5.637 0.0 0.0 0.0 0.28
H 0.532 -2.042 4.767 0.0 0.0 0.0 0.52
H 2.085 -1.372 5.256 0.0 0.0 0.0 0.51
H 2.223 -2.476 3.000 0.0 0.0 0.0 0.44
H 3.313 -0.577 1.823 0.0 0.0 0.0 0.11
H 3.709 -0.524 3.538 0.0 0.0 0.0 0.61
H -0.097 -2.077 2.292 -0.1 0.0 0.0 0.90
H 1.062 -1.479 1.096 0.0 0.0 0.1 0.27
H -1.053 1.183 3.784 0.2 -0.4 0.0 0.59
H -1.254 -0.568 3.798 0.0 0.0 0.0 0.32
O -2.800 -2.333 0.677 0.4 0.9 -0.3 -0.75
N -5.079 -1.332 -6.586 0.0 0.0 0.0 -0.40
C -4.518 -1.355 -5.584 -0.1 0.0 -0.1 -0.19
C -3.813 -1.379 -4.334 0.1 0.0 0.2 0.71
C -2.528 -0.848 -4.241 0.1 0.0 0.2 -0.94
C -1.887 -0.887 -3.013 -0.2 0.2 -0.2 0.15
N -2.455 -1.420 -1.929 0.4 -0.3 0.2 -0.10
C -3.690 -1.921 -2.010 -0.2 -0.2 -0.1 -0.23
C -4.405 -1.919 -3.197 0.0 0.0 0.1 -0.77
H -2.040 -0.405 -5.099 0.0 0.0 0.1 0.54
H -0.908 -0.441 -2.892 -0.2 0.0 0.0 0.34
H -4.093 -2.337 -1.090 0.1 0.1 -0.1 0.50
H -5.404 -2.334 -3.230 0.1 0.0 0.0 0.54
O 0.543 -1.289 -0.868 -0.4 0.4 -0.2 -0.88
S 1.115 -1.733 -2.218 -0.1 0.0 0.2 -0.03
C 2.579 -2.619 -1.789 0.3 -0.1 0.1 0.50
C 3.397 -2.154 -0.755 0.1 -0.4 -0.3 -0.32
C 4.539 -2.879 -0.443 -0.2 0.1 -0.1 -0.81
C 4.853 -4.034 -1.160 0.0 0.0 0.0 -0.48
C 4.032 -4.482 -2.183 -0.2 0.1 0.0 -0.68
C 2.869 -3.777 -2.504 0.3 0.1 0.3 -0.30
C 1.799 -0.229 -2.908 0.1 0.2 -0.1 0.82
C 1.575 0.982 -2.261 0.2 0.0 -0.3 0.33
C 2.087 2.148 -2.837 -0.1 -0.2 0.1 -0.63
C 2.796 2.087 -4.028 0.0 0.0 0.0 -0.55
C 3.003 0.867 -4.667 -0.1 -0.2 0.1 -0.58
C 2.500 -0.306 -4.115 -0.1 0.3 0.2 -0.86
H 3.137 -1.255 -0.213 0.0 0.0 0.0 0.25
H 5.189 -2.542 0.356 0.0 0.0 0.0 0.46
H 5.749 -4.590 -0.911 0.0 0.0 0.0 0.41
H 4.280 -5.385 -2.726 0.0 0.0 0.0 0.41
H 2.205 -4.126 -3.284 0.0 0.0 0.0 0.49
H 1.021 1.009 -1.329 0.0 0.0 -0.1 0.14
H 1.928 3.100 -2.347 0.0 0.0 0.0 0.46
H 3.190 2.995 -4.467 0.0 0.0 0.0 0.41
H 3.556 0.828 -5.597 0.0 0.0 0.0 0.42
H 2.663 -1.258 -4.604 0.0 0.0 0.0 0.44
```
Positions in Å, forces in eV/Å.

***

Record 3
This record from the Open Molecules 2025 dataset describes one molecule with the formula C36H38N4O4S. The level of theory is ωB97M-V with the def2-TZVPD basis set.

Summary:
HOMO, eV: -6.394
Max |F|, eV Å⁻¹: 3.8
HOMO-LUMO gap, Ha: 0.2415
DFT total energy, eV: -62930.26084
2S+1: 1

Geometry as XYZ:
```
83
Properties=species:S:1:pos:R:3:forces:R:3:mulliken_charge:R:1
C 2.661 -4.975 3.440 0.0 -0.1 0.2 -1.53
C 2.477 -3.770 2.561 0.0 0.4 -0.4 0.88
C 2.372 -3.914 1.172 0.0 0.4 -0.2 -0.65
C 2.154 -2.816 0.321 -0.3 -0.1 0.3 1.14
C 1.980 -3.048 -1.158 -0.1 -0.2 -0.3 -1.93
C 2.048 -1.521 0.879 0.7 -0.4 0.4 -0.51
N 1.931 -0.376 -0.002 -0.5 0.6 0.2 1.26
C 1.005 0.624 -0.045 2.4 -0.6 -2.9 -0.95
N 1.357 1.524 -0.987 0.2 -0.5 0.7 1.08
C 0.744 2.754 -1.396 0.4 1.1 -0.9 -0.44
C 0.922 3.921 -0.627 -0.6 0.0 -0.1 1.47
C 1.862 4.004 0.536 -0.2 0.2 0.7 -1.26
C 0.218 5.074 -0.998 0.3 -0.5 -0.4 -1.31
C -0.438 5.152 -2.228 -0.1 -0.3 0.0 0.62
C -1.165 6.398 -2.653 -0.2 0.1 -0.1 -1.51
C -0.381 4.053 -3.084 0.1 0.2 0.1 -1.01
C 0.257 2.864 -2.714 -0.4 0.0 0.7 0.82
C 0.401 1.775 -3.734 -0.3 -0.3 -0.3 -1.78
C 2.683 1.238 -1.524 0.5 0.6 -0.5 -0.50
C 3.090 -0.033 -0.834 0.7 -0.7 0.3 -0.68
C 2.351 -1.349 2.241 -0.1 0.0 -0.1 1.44
C 2.655 -0.003 2.830 -0.1 0.3 0.2 -1.51
C 2.468 -2.472 3.070 0.1 -0.1 -0.2 -1.32
H 2.709 -4.690 4.492 0.0 0.0 -0.1 0.38
H 1.837 -5.687 3.330 0.1 0.2 0.0 0.33
H 3.581 -5.518 3.197 -0.1 0.2 0.0 0.33
H 2.446 -4.920 0.744 -0.1 0.4 0.0 0.31
H 1.444 -2.208 -1.630 0.2 -0.4 0.1 0.29
H 2.954 -3.185 -1.661 -0.3 0.1 0.2 0.34
H 1.396 -3.966 -1.343 0.2 0.4 0.1 0.40
H 1.793 5.024 0.940 0.2 -0.4 -0.1 0.47
H 1.625 3.331 1.369 0.0 0.0 -0.2 0.24
H 2.906 3.823 0.242 -0.2 0.1 -0.1 0.25
H 0.219 5.926 -0.325 0.1 0.0 -0.1 0.33
H -1.257 6.420 -3.748 0.0 0.1 0.3 0.37
H -2.183 6.424 -2.237 0.2 0.0 -0.1 0.28
H -0.646 7.306 -2.320 -0.1 -0.2 -0.1 0.36
H -0.857 4.118 -4.070 0.3 0.0 0.3 0.30
H -0.217 2.012 -4.612 0.2 -0.2 0.3 0.44
H 1.438 1.679 -4.096 -0.3 0.1 0.1 0.33
H 0.080 0.802 -3.347 0.1 0.1 -0.1 0.26
H 2.676 1.156 -2.615 -0.2 0.0 0.3 0.32
H 3.361 2.067 -1.273 -0.3 -0.2 -0.1 0.26
H 3.970 0.140 -0.197 -0.3 -0.2 0.0 0.25
H 3.327 -0.862 -1.512 -0.1 0.3 0.1 0.40
H 2.139 0.120 3.790 0.0 0.1 -0.3 0.46
H 3.736 0.088 3.028 -0.3 -0.1 -0.1 0.42
H 2.362 0.823 2.176 0.0 -0.1 0.3 0.01
H 2.614 -2.315 4.139 0.0 0.0 -0.2 0.40
C -2.302 -6.076 -1.337 -0.1 -0.2 -0.1 -1.56
C -2.234 -4.925 -0.367 0.0 0.0 0.1 0.64
C -3.423 -4.268 -0.020 0.4 0.4 0.2 -0.71
C -3.387 -3.068 0.695 0.0 -0.1 -0.3 -0.59
C -2.147 -2.556 1.066 0.1 -0.2 0.5 -0.33
S -2.003 -0.939 1.802 0.3 -0.1 -0.3 1.57
O -3.324 -0.461 2.086 0.3 -0.1 0.0 -0.70
O -0.988 -0.975 2.831 -0.4 -0.1 -0.7 -0.62
N -1.346 -0.039 0.408 -0.1 -1.9 0.5 0.45
C -2.314 0.879 -0.109 -1.0 1.1 0.3 -0.90
C -3.607 0.586 -0.533 0.7 -0.3 -0.5 -0.28
C -4.491 1.638 -0.741 -0.3 0.2 -0.1 -0.83
C -4.120 2.971 -0.488 -0.1 -0.4 -0.3 -1.04
C -2.844 3.269 -0.028 0.4 0.0 -0.2 -0.04
C -1.959 2.209 0.200 -0.3 -0.8 0.0 0.47
C -0.710 2.109 0.899 1.0 1.5 2.6 -0.43
N -0.545 2.717 2.154 0.0 -0.1 -0.8 1.57
O -1.215 3.730 2.460 0.6 -0.7 -0.3 -0.85
O 0.329 2.226 2.936 -0.4 0.5 -0.3 -0.73
C -0.141 0.732 0.809 -2.5 0.7 0.8 -0.66
C -0.983 -3.308 0.928 -0.1 -0.2 -0.3 -0.07
C -1.016 -4.487 0.175 -0.5 0.4 0.2 -0.54
H -1.305 -6.449 -1.601 -0.2 0.1 0.1 0.34
H -2.891 -6.916 -0.940 0.2 0.2 -0.1 0.35
H -2.802 -5.738 -2.258 0.2 -0.2 0.2 0.34
H -4.375 -4.689 -0.333 0.1 0.1 0.0 0.42
H -4.298 -2.528 0.951 0.2 -0.1 -0.1 0.53
H -3.884 -0.456 -0.713 -0.1 0.4 0.1 0.53
H -5.497 1.405 -1.107 0.4 0.2 0.2 0.38
H -4.851 3.766 -0.662 0.3 -0.2 0.1 0.40
H -2.497 4.291 0.136 -0.3 -0.4 0.2 0.62
H 0.240 0.369 1.749 -0.3 0.1 0.7 1.02
H -0.071 -2.960 1.409 -0.2 -0.1 -0.2 0.40
H -0.107 -5.069 0.015 -0.2 0.2 0.0 0.50
```
Positions in Å, forces in eV/Å.

***

- What is the formula in the third record?
  C36H38N4O4S